{
  "formula": "C6H11NO2",
  "method": "wB97M-V/def2-TZVPD",
  "species": ["O", "O", "N", "C", "C", "C", "C", "C", "C", "H", "H", "H", "H", "H", "H", "H", "H", "H", "H", "H"],
  "positions_angstrom": [[0.26538, 0.88527, 1.74624], [2.48870, 1.66691, 0.39878], [2.19938, -0.20381, -2.38124], [-0.57597, -1.70284, 0.74568], [1.92558, 0.25351, -1.33118], [-2.12545, -0.01417, -0.33299], [-0.67275, -0.47449, -0.16085], [1.56966, 0.83192, -0.21737], [0.18084, 0.81728, 0.32393], [-0.31223, 1.73878, -0.00759], [-0.36738, -0.79633, -1.16293], [-1.42040, -2.38284, 0.57957], [-0.57548, -1.45206, 1.80937], [3.10690, 0.13405, -2.71724], [0.33781, -2.26489, 0.52744], [-2.81956, -0.85851, -0.38420], [-2.21893, 0.53311, -1.27921], [-2.44821, 0.65291, 0.47161], [2.09176, 1.88160, 1.26829], [-0.62964, 0.75462, 2.10391]],
  "forces_ev_per_a": [[-0.20, -0.20, 0.12], [0.01, 0.44, 0.94], [2.69, -1.57, -2.62], [0.37, -0.05, 0.09], [-1.41, 1.17, 2.80], [-0.10, 0.09, -0.27], [-0.19, 1.07, 0.14], [-0.59, 0.04, 1.05], [-0.81, -1.24, -0.82], [-0.38, -0.09, -0.08], [0.37, 0.25, 0.12], [0.14, 0.21, -0.12], [0.04, 0.01, -0.09], [-0.78, -0.18, -1.21], [-0.06, 0.11, 0.21], [0.10, 0.09, 0.06], [-0.07, 0.07, 0.26], [-0.07, -0.08, 0.02], [0.47, -0.31, -0.46], [0.47, 0.19, -0.15]],
  "smiles": "CC(C)[C@@H](O)C(O)=C=N",
  "e_homo_ev": [-7.1312, -7.1310],
  "total_charge": 0,
  "orbital_gap_ev": [7.35, 7.35],
  "fmax_ha_per_bohr": 0.079,
  "relative_energy_kj_mol": 420.50
}

{
  "formula": "C17H40N3O2",
  "method": "wB97M-V/def2-TZVPD",
  "species": ["O", "O", "N", "N", "N", "C", "C", "C", "C", "C", "C", "C", "C", "C", "C", "C", "C", "C", "C", "C", "C", "C", "H", "H", "H", "H", "H", "H", "H", "H", "H", "H", "H", "H", "H", "H", "H", "H", "H", "H", "H", "H", "H", "H", "H", "H", "H", "H", "H", "H", "H", "H", "H", "H", "H", "H", "H", "H", "H", "H", "H", "H"],
  "positions_angstrom": [[-4.36215, 1.29078, -0.13596], [-2.82250, 0.30553, -1.45488], [1.44482, 2.98976, -2.20276], [-6.45198, 1.61619, 1.74321], [1.00240, -3.20151, 2.32929], [2.72092, 2.34167, -2.43762], [-0.02506, 1.36173, -3.53715], [1.38559, 4.28016, -4.41150], [1.24726, 4.25889, -2.88337], [-3.15003, 0.82529, -0.40835], [0.53551, -2.90311, 3.67071], [3.90955, 3.22973, -2.10088], [-2.16064, 1.00350, 0.72225], [1.56828, -2.88816, 4.80416], [2.10119, -2.33566, 0.28303], [1.90245, -2.20057, 1.78533], [-6.69899, 0.95306, 0.50902], [2.73329, -5.07260, 2.52558], [-5.46236, 0.33842, -0.17111], [-1.69861, -0.37389, 1.22698], [0.31517, 2.07049, -2.22266], [1.35475, -4.58423, 2.06052], [2.28283, 3.75121, -4.73918], [-7.37639, 0.07105, 0.58679], [-0.57097, 2.61287, -1.88476], [-0.25430, -3.61967, 3.91268], [2.74437, 1.45683, -1.79461], [2.88970, -2.19026, 2.27710], [2.68107, -1.48957, -0.08906], [-7.16099, 1.60389, -0.27448], [0.50514, 1.31014, -1.45887], [1.12531, -2.44173, 5.69654], [-1.36874, -0.31764, 2.26686], [1.95382, 4.98165, -2.46643], [4.83488, 2.65607, -2.17630], [0.05202, -1.92318, 3.62743], [3.82175, 3.61532, -1.08391], [1.90358, -3.89078, 5.06961], [0.25481, 4.61850, -2.60194], [-2.49826, -1.11489, 1.15714], [-0.87402, -0.74643, 0.61445], [2.77868, -5.22754, 3.60290], [2.96978, -6.02341, 2.04331], [-1.28891, 1.52719, 0.31535], [1.13820, -2.34526, -0.22945], [0.57580, -5.20616, 2.50926], [2.44534, -2.29489, 4.54007], [1.46755, 5.31219, -4.75936], [3.99430, 4.07801, -2.78175], [-6.90352, 1.07623, 2.47966], [1.44913, -1.22621, 1.98842], [3.51836, -4.36396, 2.25544], [1.27919, -4.74848, 0.98301], [-2.59569, 1.59347, 1.52778], [2.83761, 1.96960, -3.46933], [0.85147, 0.90785, -4.00471], [0.53047, 3.82819, -4.91076], [-0.48388, 2.03945, -4.25702], [-0.74958, 0.57302, -3.32975], [-5.63940, 0.08966, -1.22737], [2.64246, -3.24523, 0.01739], [-5.15189, -0.56256, 0.37398]],
  "forces_ev_per_a": [[0.07, -0.14, 0.35], [-0.10, -0.17, 0.05], [0.05, 0.00, -0.04], [-0.05, -0.09, 0.07], [0.09, -0.01, 0.00], [-0.03, 0.00, 0.00], [-0.06, -0.03, 0.01], [0.00, 0.01, 0.00], [-0.03, 0.02, 0.01], [0.09, 0.16, -0.15], [-0.08, 0.00, -0.01], [0.01, -0.02, 0.02], [0.31, 0.12, -0.01], [-0.01, 0.00, 0.01], [-0.01, 0.03, 0.00], [-0.04, 0.03, -0.04], [-0.01, -0.09, 0.04], [-0.01, -0.02, 0.00], [-0.10, 0.00, -0.38], [0.01, -0.08, -0.13], [-0.12, -0.06, 0.03], [-0.03, -0.02, 0.01], [0.01, 0.02, 0.00], [-0.04, 0.11, -0.16], [0.03, 0.03, 0.02], [0.00, 0.01, 0.00], [0.01, -0.01, -0.01], [0.00, -0.02, 0.00], [-0.01, 0.00, -0.01], [0.09, 0.05, 0.08], [0.04, -0.01, -0.02], [0.00, -0.01, 0.01], [0.01, -0.01, -0.08], [0.02, -0.02, 0.01], [0.00, 0.00, 0.01], [0.02, 0.01, -0.01], [-0.01, 0.01, -0.01], [0.01, 0.01, -0.02], [0.00, 0.00, -0.02], [0.01, 0.09, 0.15], [-0.05, -0.02, 0.06], [0.01, 0.04, 0.00], [0.00, -0.01, 0.01], [-0.10, 0.08, 0.13], [0.00, -0.01, 0.00], [0.01, -0.01, 0.00], [-0.01, 0.01, 0.00], [-0.02, 0.00, 0.00], [-0.01, 0.00, -0.01], [0.04, 0.00, -0.03], [0.01, 0.00, 0.03], [0.00, -0.01, -0.02], [0.00, 0.03, -0.01], [-0.13, -0.05, -0.13], [-0.01, 0.01, 0.00], [0.02, 0.00, 0.03], [0.02, -0.03, 0.00], [0.03, 0.01, -0.01], [-0.01, 0.01, 0.01], [-0.09, -0.10, 0.11], [0.00, 0.00, 0.01], [0.11, 0.15, 0.01]],
  "e_homo_ev": -1.5278,
  "total_charge": -1,
  "orbital_gap_ev": 3.96,
  "fmax_ha_per_bohr": 0.008
}

{
  "formula": "C2H3IO2",
  "method": "wB97M-V/def2-TZVPD",
  "species": ["I", "O", "O", "C", "C", "H", "H", "H"],
  "positions_angstrom": [[-3.13839, -0.31469, 0.00513], [-0.68436, 1.31339, 0.91889], [-1.30094, -0.93575, -0.25726], [1.11303, -0.07532, -0.12880], [-0.09635, 0.43778, 0.46055], [1.46488, 0.85811, -0.73442], [1.87470, -0.30447, 0.58122], [0.76744, -0.97906, -0.84530]],
  "forces_ev_per_a": [[0.18, -0.27, -0.09], [0.86, -0.12, 0.37], [1.26, 2.01, 1.16], [-0.16, 0.01, -3.26], [-3.42, -1.67, -1.22], [-0.33, -1.79, 0.73], [0.44, -0.36, 0.53], [1.16, 2.18, 1.78]],
  "e_homo_ev": -8.4489,
  "total_charge": 0,
  "orbital_gap_ev": 8.46,
  "fmax_ha_per_bohr": 0.078,
  "relative_energy_kj_mol": 306.74
}

{
  "formula": "C34H48Cl2NO3S2Si2TeTi",
  "method": "wB97M-V/def2-TZVPD",
  "species": ["Te", "Ti", "Cl", "Cl", "S", "S", "Si", "Si", "O", "O", "O", "N", "C", "C", "C", "C", "C", "C", "C", "C", "C", "C", "C", "C", "C", "C", "C", "C", "C", "C", "C", "C", "C", "C", "C", "C", "C", "C", "C", "C", "C", "C", "C", "C", "C", "C", "H", "H", "H", "H", "H", "H", "H", "H", "H", "H", "H", "H", "H", "H", "H", "H", "H", "H", "H", "H", "H", "H", "H", "H", "H", "H", "H", "H", "H", "H", "H", "H", "H", "H", "H", "H", "H", "H", "H", "H", "H", "H", "H", "H", "H", "H", "H", "H"],
  "positions_angstrom": [[-1.03071, 1.94026, -2.33632], [1.43856, 2.52749, 2.28155], [-2.21879, 3.21579, 5.22733], [-2.26750, 0.21905, 4.88018], [3.56080, 1.92545, 3.42751], [1.97236, 4.89291, 2.27471], [2.25726, -3.86176, 3.20174], [1.52299, -3.10931, 1.12918], [-0.47719, 2.53645, 2.18833], [0.53890, 1.45721, 3.86873], [1.29736, 2.12926, -1.41839], [1.80928, 1.61388, 0.80542], [-0.54717, 1.82203, 3.31514], [3.77750, 4.42793, 6.50557], [2.05685, 1.63363, -0.47126], [3.35908, 0.97630, -0.93963], [0.50716, -0.12965, -4.21897], [2.94396, -2.48150, 0.09822], [-1.88537, 1.56113, 3.96886], [1.28522, 1.07582, -4.68151], [-4.04289, 2.07848, -1.73933], [-3.14803, 2.02997, -2.83482], [0.11264, -1.82826, 1.12451], [2.53903, 5.67194, 4.83946], [-7.36401, 1.71524, -3.53355], [-5.41343, 1.96893, -1.99639], [0.54895, -3.87647, -4.91893], [0.15515, -2.56794, -4.34047], [0.75775, -1.39060, -4.79306], [2.61333, 4.60161, 3.91838], [1.37068, -2.55575, 4.29227], [0.76103, -4.52127, 0.16700], [-0.48231, -0.04545, -3.21597], [-0.76443, -2.46930, -3.31679], [-2.19758, -1.16861, -1.70142], [3.09498, 5.57169, 6.12144], [-1.09739, -1.23869, -2.73655], [4.14391, -3.78963, 3.23139], [1.50050, -5.53783, 3.66182], [3.82038, 3.30684, 5.66427], [-5.89945, 1.81048, -3.27957], [-5.01778, 1.93182, -4.37855], [3.31028, 3.38527, 4.35488], [-2.67092, 2.00772, -5.31280], [-3.53054, 2.17661, -0.31763], [-3.63973, 1.96962, -4.17035], [-2.80415, 1.37108, -0.11229], [-4.36648, 2.10301, 0.37796], [1.51150, 1.72725, -3.81970], [0.33117, -2.32065, 4.00189], [-0.13753, -1.70719, 0.05115], [-2.56942, -2.13546, -1.35206], [-7.55595, 2.08131, -4.52223], [-1.27728, -3.37867, -2.93973], [3.95358, 1.63042, -1.56001], [4.18840, 2.33124, 5.99819], [4.56339, -4.29482, 4.09965], [-1.94992, 2.78133, -5.11175], [1.50618, -1.51530, -5.55217], [3.08699, 0.09286, -1.49939], [-0.03034, -5.05876, 0.70998], [2.89638, 6.33848, 6.87298], [-7.86356, 2.34279, -2.80337], [0.27433, -4.11500, -0.70575], [0.51402, -3.87759, -6.00330], [4.60662, -4.25548, 2.35879], [4.19906, 4.45025, 7.50486], [-3.13206, 2.24143, -6.29269], [-1.82363, -0.71345, -0.76793], [1.34663, -2.97226, 5.32967], [-3.02265, 3.12098, -0.11773], [-2.16271, 1.03767, -5.38423], [1.39769, -5.75934, 4.69911], [-6.08183, 1.94677, -1.11866], [4.42183, -2.72460, 3.26870], [-2.74702, 1.67676, 3.27372], [2.19162, 0.73202, -5.18535], [-3.07420, -0.57563, -2.04770], [2.01454, 6.58783, 4.55456], [2.00614, -1.64210, 4.34073], [2.06043, -6.36900, 3.15683], [-0.05768, -4.71391, -4.56191], [2.66041, -2.59216, -0.95186], [1.57254, -4.13319, -4.65404], [0.48301, -5.62454, 3.21518], [3.89648, -2.96318, 0.34558], [-0.80322, -2.20347, 1.58403], [-7.75900, 0.69897, -3.43935], [-5.44060, 2.01869, -5.38370], [1.51712, -5.26231, -0.17807], [3.98074, 0.62510, -0.11578], [0.40862, -0.88317, 1.56858], [0.71352, 1.65933, -5.42451], [2.99563, -1.41316, 0.39748]],
  "forces_ev_per_a": [[-0.04, -0.60, -0.32], [1.74, -0.79, -0.37], [-0.38, 1.20, 0.95], [0.40, -1.92, 1.43], [-0.69, 0.49, -0.94], [0.17, -1.04, 0.33], [-1.21, 0.87, 0.08], [-0.69, -0.26, -0.30], [-0.65, -0.56, 1.55], [0.71, 0.58, -0.94], [2.28, -1.03, 2.15], [-0.59, 0.70, 0.39], [-3.66, -1.05, 1.09], [-0.26, -0.48, -0.02], [-0.77, 0.66, -2.46], [-0.18, -0.22, 0.53], [-0.48, -0.51, 0.07], [-0.15, 0.70, 0.61], [1.08, 1.45, -4.45], [-0.25, 0.11, -0.07], [0.48, -0.13, -0.63], [-0.20, -0.72, -0.35], [0.42, -0.57, -0.45], [-0.02, -0.55, 0.24], [-0.04, -0.15, 0.54], [0.28, -0.35, 0.77], [0.17, -0.81, -0.09], [0.01, 0.90, 0.08], [-0.17, 0.03, 0.83], [1.22, -0.28, 0.82], [1.05, -0.48, 1.05], [0.15, -1.15, -0.01], [-0.44, 0.00, 0.37], [-0.65, -0.28, 0.71], [-0.22, 0.35, 0.64], [-0.38, 0.14, -0.56], [-0.31, 0.76, -0.54], [-0.12, 0.10, 0.37], [-0.01, -0.80, -2.01], [-0.22, 1.12, 0.33], [0.62, 0.73, -0.82], [-0.16, -0.28, 0.78], [-0.47, 0.82, 0.48], [-0.42, -0.24, -0.55], [-0.20, -0.30, -0.12], [-0.29, 0.39, 0.86], [-0.33, 0.39, 0.02], [0.00, -0.04, 0.08], [0.10, -0.26, -0.44], [0.63, -0.03, -0.05], [0.30, 0.24, 0.46], [0.13, -0.23, -0.49], [-0.43, 0.15, -0.58], [0.40, 0.60, -0.26], [-0.05, 0.31, -0.29], [0.14, 0.54, -0.11], [0.07, 0.08, 0.23], [0.57, 0.14, 0.02], [0.37, 0.28, -0.40], [-0.09, -0.22, -0.47], [0.26, 0.04, 0.04], [0.30, 0.06, -0.37], [-0.41, 0.06, 0.01], [-0.11, 0.23, -0.56], [-0.10, 0.06, -0.27], [-0.16, 0.12, -0.09], [0.02, -0.47, 0.02], [-0.06, -0.25, 0.51], [-0.13, 0.24, -0.48], [-0.10, 0.44, -0.50], [0.08, -0.05, -0.05], [0.12, 0.25, -0.09], [0.15, -0.06, 0.91], [0.14, 0.03, -0.58], [0.06, -0.33, -0.07], [1.06, 0.50, 0.37], [0.11, 0.16, 0.16], [0.64, -0.30, 0.16], [0.08, -0.38, 0.01], [-0.72, -0.31, -0.12], [-0.27, 0.54, 0.54], [-0.13, 0.22, 0.00], [0.33, 0.21, -0.01], [0.23, 0.06, 0.09], [0.52, 0.30, 0.30], [-0.17, 0.06, -0.29], [0.08, 0.00, 0.25], [0.08, 0.04, -0.04], [0.19, -0.28, 0.19], [-0.44, 0.34, 0.22], [-0.11, 0.23, 0.18], [-0.14, 0.25, -0.04], [0.06, -0.12, 0.33], [0.27, -0.44, -0.53]],
  "e_homo_ev": [-0.2473, -2.3085],
  "total_charge": -2,
  "orbital_gap_ev": [4.02, 6.08],
  "fmax_ha_per_bohr": 0.093,
  "s2": 0.753,
  "multiplicity": 2
}

{
  "formula": "C6H7NO",
  "method": "wB97M-V/def2-TZVPD",
  "species": ["O", "N", "C", "C", "C", "C", "C", "C", "H", "H", "H", "H", "H", "H", "H"],
  "positions_angstrom": [[0.01474, 0.37572, 1.66547], [-2.57194, -0.34470, -0.70496], [1.63990, -1.39470, -0.45980], [0.98965, 1.88800, -0.42885], [0.47205, -1.35066, 0.22647], [-0.10804, -0.04323, 0.31177], [-1.51655, -0.02849, -0.11849], [0.42803, 0.66906, -0.71903], [0.32937, -1.95870, 1.10522], [1.81734, -0.45309, -1.06571], [2.26196, -2.35087, -0.40972], [0.30717, -0.08007, -1.74340], [1.15703, 2.38463, -1.51365], [1.29944, 2.27607, 0.49301], [-0.71696, 1.14923, 1.87272]],
  "forces_ev_per_a": [[-2.41, 3.14, 0.59], [7.32, 2.70, 4.34], [-0.52, -1.60, 0.26], [-0.89, -1.67, -7.27], [3.53, -1.94, 0.89], [-3.47, -1.43, 3.50], [-8.77, -3.67, -4.17], [2.13, 4.81, -3.74], [-0.58, -0.84, -0.36], [1.15, -2.32, 0.59], [-0.61, 1.78, -0.26], [0.01, 3.70, 2.39], [0.41, -0.28, 3.10], [-0.10, 0.45, 1.08], [2.80, -2.85, -0.94]],
  "smiles": "C=CC(O)(C#N)C=C",
  "e_homo_ev": -9.9151,
  "total_charge": 0,
  "orbital_gap_ev": 9.96,
  "fmax_ha_per_bohr": 0.202,
  "relative_energy_kj_mol": 562.84
}